Version i
C2H8N2O | ωB97M-V with the def2-TZVPD basis set

As for the frontier orbital gap: 10.17 eV. As for the spin multiplicity: 1. The HOMO energy comes out at -9.203 eV.

Each line ends with the natural charge from an NBO analysis.
Atoms and positions in Å:
N 1.094 0.429 -0.959  -0.85
C 0.249 -0.632 -0.837  -0.06
C -0.585 -0.755 0.164  -0.04
N -1.324 -1.860 0.451  -0.82
H 1.962 -0.001 -1.246  0.37
H 0.944 1.031 -1.780  0.36
H 0.293 -1.468 -1.589  0.16
H -0.671 0.157 0.772  0.17
H -1.380 -2.008 1.437  0.36
H -2.306 -1.480 0.333  0.35
O 0.785 2.062 1.352  -0.97
H 0.276 2.885 1.402  0.46
H 0.663 1.639 0.500  0.49

---

Version ii
C2H8N2O | ωB97M-V with the def2-TZVPD basis set

As for the frontier orbital gap: 8.54 eV. As for the spin multiplicity: 1. The HOMO energy comes out at -7.877 eV.

Each line ends with the natural charge from an NBO analysis.
Atoms and positions in Å:
C 0.077 -0.549 0.279  0.78
C -0.720 0.335 1.181  -0.72
N 0.893 0.003 -0.620  -0.42
N 0.761 1.330 -1.049  -0.65
O 0.358 -1.800 0.597  -0.80
H -0.694 -2.031 0.035  0.34
H 1.459 -0.652 -1.149  0.40
H -1.450 -1.458 -0.566  -0.43
H 1.662 1.792 -1.018  0.37
H 0.385 1.358 -1.991  0.37
H -1.564 -0.221 1.575  0.26
H -0.074 0.650 2.009  0.25
H -1.093 1.243 0.716  0.25

---

Which one sits at the top of the stability order? version i does.

---

Version i
C2H8N2O | ωB97M-V with the def2-TZVPD basis set

As for the frontier orbital gap: 9.16 eV. As for the spin multiplicity: 1. The HOMO energy comes out at -8.521 eV.

Each line ends with the natural charge from an NBO analysis.
Atoms and positions in Å:
C -1.109 0.877 -2.323  0.26
O -0.176 1.059 -3.047  -0.49
H -1.636 1.671 -1.942  0.12
H -1.493 -0.173 -2.326  0.11
N -0.336 0.307 2.005  -0.87
C 0.082 -1.083 1.762  -0.05
N 1.436 -1.074 1.174  -0.91
H 0.281 0.842 2.644  0.37
H -0.509 0.931 1.173  0.36
H 0.018 -1.697 2.639  0.18
H -0.513 -1.623 0.997  0.17
H 1.611 -0.249 0.601  0.38
H 2.105 -1.572 1.709  0.38

---

Version ii
C2H8N2O | ωB97M-V with the def2-TZVPD basis set

As for the frontier orbital gap: 9.19 eV. As for the spin multiplicity: 1. The HOMO energy comes out at -8.652 eV.

Each line ends with the natural charge from an NBO analysis.
Atoms and positions in Å:
H -2.065 0.100 2.938  0.34
N -1.616 -0.245 2.102  -0.75
C -1.322 0.667 1.208  0.26
N -0.729 0.221 0.081  -0.62
C -0.643 1.094 -1.114  -0.41
H -1.711 1.763 1.371  0.17
H -0.534 -0.783 -0.092  0.41
H 0.036 0.504 -1.834  0.21
H -1.576 1.185 -1.687  0.18
H -0.429 2.064 -0.622  0.21
O 3.884 -2.089 -0.610  -0.92
H 3.237 -2.691 -0.326  0.46
H 3.467 -1.790 -1.416  0.46

---

Version iii
C2H8N2O | ωB97M-V with the def2-TZVPD basis set

As for the frontier orbital gap: 9.52 eV. As for the spin multiplicity: 1. The HOMO energy comes out at -8.611 eV.

Each line ends with the natural charge from an NBO analysis.
Atoms and positions in Å:
N 1.989 0.572 -0.720  -0.86
C 1.337 0.489 0.557  0.54
O 1.584 -0.181 1.532  -0.57
H 1.707 1.395 -1.235  0.39
H 2.968 0.185 -0.753  0.40
H 0.490 1.144 0.546  0.10
C -2.222 -0.180 -1.155  -0.41
N -2.163 -0.711 0.178  -0.88
H -2.924 -0.789 -1.825  0.17
H -1.186 -0.325 -1.610  0.18
H -2.530 0.877 -1.201  0.20
H -2.026 -1.736 0.354  0.38
H -2.643 -0.187 0.856  0.37

---

Which one sits at the top of the stability order? version iii does.

---

Version i
C2H6N2OS | ωB97M-V with the def2-TZVPD basis set

As for the frontier orbital gap: 10.15 eV. As for the spin multiplicity: 1. The HOMO energy comes out at -9.682 eV.

Each line ends with the natural charge from an NBO analysis.
Atoms and positions in Å:
C 0.496 -1.287 -1.071  -0.47
C -0.071 0.872 -0.206  0.77
H 1.885 -1.024 -1.066  0.23
H -0.074 -0.866 -2.190  0.29
H 0.377 -2.576 -0.536  0.23
H 0.177 -1.106 2.451  0.10
H -1.215 1.630 1.439  0.40
H -0.484 2.638 0.219  0.41
N -0.145 -0.477 0.067  -0.67
N -0.505 1.809 0.735  -0.84
O 0.354 1.402 -1.306  -0.67
S -0.794 -1.014 1.465  0.23

---

Version ii
C2H6N2OS | ωB97M-V with the def2-TZVPD basis set

As for the frontier orbital gap: 9.91 eV. As for the spin multiplicity: 1. The HOMO energy comes out at -9.368 eV.

Each line ends with the natural charge from an NBO analysis.
Atoms and positions in Å:
C -0.104 -0.895 1.149  -0.40
N 0.604 0.119 0.396  -0.61
S 1.516 1.596 0.985  0.19
C 0.182 0.398 -0.997  0.80
N -1.092 -0.246 -1.282  -0.92
O 0.803 1.046 -1.776  -0.58
H 0.154 -0.771 2.332  0.23
H -1.254 -0.682 1.046  0.17
H 0.021 -1.792 0.664  0.21
H 2.608 1.008 0.639  0.11
H -1.342 0.232 -2.298  0.39
H -2.098 -0.014 -0.858  0.41

---

Version iii
C2H6N2OS | ωB97M-V with the def2-TZVPD basis set

As for the frontier orbital gap: 8.89 eV. As for the spin multiplicity: 1. The HOMO energy comes out at -8.171 eV.

Each line ends with the natural charge from an NBO analysis.
Atoms and positions in Å:
C 2.567 0.108 -0.164  -0.25
O 1.334 -0.672 -0.063  -0.41
N 0.301 0.250 -0.003  -0.24
C -0.854 -0.339 0.010  0.21
N -1.966 0.406 -0.011  -0.75
S -3.571 -0.194 -0.210  0.21
H 2.771 0.574 -1.124  0.18
H 3.398 -0.599 0.008  0.18
H 2.562 0.797 0.642  0.18
H -1.004 -1.426 -0.102  0.18
H -1.793 1.414 -0.072  0.41
H -3.744 -0.319 1.088  0.10

---

Which one sits at the top of the stability order? version ii does.

---

Version i
C2H6N2OS | ωB97M-V with the def2-TZVPD basis set

As for the frontier orbital gap: 8.38 eV. As for the spin multiplicity: 1. The HOMO energy comes out at -7.816 eV.

Each line ends with the natural charge from an NBO analysis.
Atoms and positions in Å:
C -2.625 -0.706 -0.208  0.86
C 1.186 1.108 0.450  -0.91
N -2.515 -0.284 0.941  -0.78
N 0.426 -1.916 -0.009  -1.10
O -2.549 -1.171 -1.303  -0.51
S 0.608 -0.370 0.954  0.72
H 0.585 1.858 -0.054  0.22
H 2.228 1.154 0.192  0.20
H 1.831 -0.958 1.365  0.12
H -3.280 -0.078 1.564  0.43
H 0.845 -1.887 -1.001  0.38
H -0.456 -2.363 0.047  0.37

---

Version ii
C2H6N2OS | ωB97M-V with the def2-TZVPD basis set

As for the frontier orbital gap: 9.12 eV. As for the spin multiplicity: 1. The HOMO energy comes out at -9.018 eV.

Each line ends with the natural charge from an NBO analysis.
Atoms and positions in Å:
C 1.894 0.069 0.024  -0.38
C -0.551 0.340 0.218  0.27
H 2.693 0.186 1.122  0.17
H 1.968 1.082 -0.423  0.24
H 2.226 -0.940 -0.590  0.20
H 0.490 -1.445 -0.128  0.39
H -1.692 -1.312 -0.624  0.38
H -2.711 0.917 -0.086  0.48
N 0.634 -0.375 0.146  -0.60
N -1.623 -0.613 0.207  -0.33
O -2.811 0.020 0.077  -0.57
S -0.515 2.071 0.057  -0.25

---

Which one sits at the top of the stability order? version i does.

---

Version i
C4H6N3 | ωB97M-V with the def2-TZVPD basis set

The total charge is +1. As for the frontier orbital gap: 8.69 eV. As for the spin multiplicity: 1. The HOMO energy comes out at -14.952 eV.

Each line ends with the natural charge from an NBO analysis.
Atoms and positions in Å:
C 2.032 0.666 0.004  -0.29
C 0.803 0.444 0.431  -0.24
C -0.513 0.360 -0.378  -0.27
C -1.375 -0.833 -0.196  0.29
N -2.550 -0.391 0.157  -0.31
N -2.505 0.993 0.203  0.04
N -1.418 1.451 -0.095  -0.01
H 1.966 0.646 -1.102  0.20
H 2.923 0.949 0.622  0.27
H 0.669 0.481 1.593  0.23
H -0.299 0.517 -1.500  0.33
H -1.083 -1.810 -0.339  0.26
H -3.461 -0.783 0.295  0.47

---

Version ii
C4H6N3 | ωB97M-V with the def2-TZVPD basis set

The total charge is +1. As for the frontier orbital gap (alpha / beta): 6.92 / 9.43 eV. As for the spin multiplicity: 1. The HOMO energy (alpha / beta) comes out at -12.627 / -14.116 eV.

Each line ends with the natural charge from an NBO analysis.
Atoms and positions in Å:
C 1.950 -1.211 1.779  -0.13
C 2.710 -0.293 2.283  -0.03
C 1.699 0.103 1.258  0.12
C -0.780 0.385 -0.616  0.59
N 1.247 1.095 0.732  -0.24
N -1.575 1.387 -0.373  -0.77
N -0.685 -0.357 -1.708  -0.80
H 1.617 -2.262 1.687  0.28
H 3.433 0.113 2.819  0.25
H -1.564 1.844 0.549  0.45
H -2.123 1.810 -1.135  0.42
H -0.126 -1.164 -1.866  0.43
H -1.512 -0.550 -2.344  0.41

---

Version iii
C4H6N3 | ωB97M-V with the def2-TZVPD basis set

The total charge is +1. As for the frontier orbital gap (alpha / beta): 7.99 / 7.30 eV. As for the spin multiplicity: 1. The HOMO energy (alpha / beta) comes out at -16.646 / -15.739 eV.

Each line ends with the natural charge from an NBO analysis.
Atoms and positions in Å:
C 1.053 -1.206 0.779  -0.73
C -0.139 -0.400 0.662  0.36
N -1.021 -0.301 1.769  -0.17
N -1.788 0.563 1.373  0.34
N -1.883 0.974 0.199  -0.20
C -0.746 0.599 -0.346  0.31
C -0.040 1.054 -1.547  -0.69
H 1.728 -1.171 0.040  0.26
H 0.901 -2.271 0.834  0.32
H 1.476 -1.052 1.831  0.32
H 0.148 0.045 -2.182  0.29
H 0.907 1.378 -1.204  0.27
H -0.597 1.789 -2.209  0.30

---

Version iv
C4H6N3 | ωB97M-V with the def2-TZVPD basis set

The total charge is +1. As for the frontier orbital gap: 8.59 eV. As for the spin multiplicity: 1. The HOMO energy comes out at -14.088 eV.

Each line ends with the natural charge from an NBO analysis.
Atoms and positions in Å:
C -3.550 -0.213 -0.032  0.22
C 3.219 0.877 0.119  0.07
C 1.440 -0.907 -0.294  0.21
C -0.082 -0.570 -0.125  0.08
N 2.361 -0.025 -0.028  -0.24
N -0.444 -0.042 0.903  -0.53
N -4.616 0.193 -0.046  -0.69
H 4.010 1.050 0.875  0.27
H 3.477 1.587 -0.746  0.25
H 1.725 -1.971 -0.453  0.26
H -0.617 -0.926 -0.996  0.20
H -5.573 0.532 -0.231  0.47
H -1.349 0.416 1.052  0.42

---

Which one sits at the top of the stability order? version i does.

---

Version i
C2H4ClNO3 | ωB97M-V with the def2-TZVPD basis set

As for the frontier orbital gap: 9.88 eV. As for the spin multiplicity: 1. The HOMO energy comes out at -10.332 eV.

Each line ends with the natural charge from an NBO analysis.
Atoms and positions in Å:
C -0.402 1.021 -0.236  0.98
C 2.017 -0.272 0.431  0.49
N 1.464 -1.307 0.501  -0.54
O -0.366 -0.079 -1.080  -0.76
O -1.398 1.514 0.238  -0.62
O 0.867 1.364 -0.043  -0.74
Cl -3.557 -0.644 0.325  -0.32
H 2.889 0.348 0.351  0.26
H 0.553 -1.702 0.452  0.47
H -2.485 0.007 0.661  0.29
H 0.419 -0.250 -1.600  0.50

---

Version ii
C2H4ClNO3 | ωB97M-V with the def2-TZVPD basis set

As for the frontier orbital gap: 10.80 eV. As for the spin multiplicity: 1. The HOMO energy comes out at -11.166 eV.

Each line ends with the natural charge from an NBO analysis.
Atoms and positions in Å:
O 0.466 -1.225 -1.455  -0.38
N -0.532 -0.562 -1.232  0.49
O -1.637 -0.758 -1.674  -0.35
C -0.476 0.533 -0.241  -0.16
Cl -0.232 1.999 -1.178  0.03
C 0.641 0.259 0.813  -0.10
O 0.578 -0.804 1.701  -0.69
H -1.774 0.598 0.065  0.28
H 0.583 1.209 1.558  0.20
H 1.601 0.344 0.342  0.20
H 0.782 -1.593 1.301  0.47

---

Which one sits at the top of the stability order? version i does.